Model w:
ORCA calculation (ωB97M-V/def2-TZVPD) on one molecule with the formula C4H7Cl.

Each atom is followed by the atoms it is bonded to, with distances in Å.
Geometry (Å):
1 C 0.211 -0.104 0.578  C2 1.488, C4 1.595, H5 1.035, Cl12 1.802
2 C 0.573 -0.809 -0.680  C1 1.488, C3 1.560, H6 1.134, H7 1.059
3 C -0.671 -1.736 -0.514  C2 1.560, C4 1.508, H8 1.081, H9 1.135
4 C -1.262 -0.687 0.394  C1 1.595, C3 1.508, H10 1.168, H11 1.046
5 H 0.778 -0.407 1.390  C1 1.035
6 H 1.579 -1.332 -0.669  C2 1.134
7 H 0.587 -0.191 -1.540  C2 1.059
8 H -1.100 -2.060 -1.452  C3 1.081
9 H -0.328 -2.609 0.126  C3 1.135
10 H -1.903 0.087 -0.203  C4 1.168
11 H -1.625 -0.932 1.344  C4 1.046
12 Cl 0.524 1.615 0.138  C1 1.802

* orbital gap: 11.270 eV

Listed below, in e, are the natural (NBO) charges computed for each atom: -0.17 -0.40 -0.41 -0.40 0.21 0.20 0.22 0.22 0.20 0.22 0.21 -0.09

Model x:
ORCA calculation (ωB97M-V/def2-TZVPD) on one molecule with the formula C4H7Cl.

Each atom is followed by the atoms it is bonded to, with distances in Å.
Geometry (Å):
1 C -0.100 0.180 2.134  C2 1.499, H5 1.094, H6 1.055, H7 1.096
2 C 0.370 -0.982 1.312  C1 1.499, C3 1.303, H8 1.130
3 C 0.023 -1.342 0.108  C2 1.303, C4 1.574, H9 1.084
4 C -0.784 -0.313 -0.769  C3 1.574, H10 1.080, H11 1.092, Cl12 1.816
5 H 0.259 1.131 1.729  C1 1.094
6 H 0.221 0.059 3.132  C1 1.055
7 H -1.193 0.218 2.062  C1 1.096
8 H 1.279 -1.437 1.807  C2 1.130
9 H 0.439 -2.264 -0.282  C3 1.084
10 H -1.305 -0.623 -1.662  C4 1.080
11 H -1.628 0.189 -0.290  C4 1.092
12 Cl 0.286 1.027 -1.365  C4 1.816

* orbital gap: 10.791 eV

Listed below, in e, are the natural (NBO) charges computed for each atom: -0.67 -0.13 -0.24 -0.40 0.23 0.22 0.22 0.20 0.22 0.22 0.22 -0.09

Energy ordering: model x at the bottom, the next structure 6.1 kcal/mol above.

Model w:
ORCA calculation (ωB97M-V/def2-TZVPD) on a 2-piece molecular cluster, C6H15NS overall.

Each atom is followed by the atoms it is bonded to, with distances in Å.
Geometry (Å):
1 C 2.567 -0.485 1.135  C5 1.549, H9 1.085, H10 1.107, H11 1.176
2 C 1.857 1.002 -0.913  C5 1.449, H12 1.049, H13 1.148, H14 1.137
3 C -1.540 0.251 -1.371  C6 1.485, H15 1.128, H16 1.216, H17 1.136
4 C -2.771 -0.610 0.516  C6 1.514, H18 1.127, H19 1.051, H20 1.179
5 C 1.779 -0.243 -0.176  C1 1.549, C2 1.449, H21 1.111
6 C -1.393 -0.507 -0.102  C3 1.485, C4 1.514, N7 1.426, H22 1.046
7 N -0.494 0.179 0.767  C6 1.426, S8 1.623
8 S -0.584 1.799 0.807  N7 1.623, H23 1.471
9 H 3.461 -1.095 1.049  C1 1.085
10 H 2.711 0.512 1.596  C1 1.107
11 H 1.948 -1.121 1.906  C1 1.176
12 H 1.299 0.893 -1.795  C2 1.049
13 H 2.952 1.211 -1.183  C2 1.148
14 H 1.298 1.861 -0.423  C2 1.137
15 H -1.760 1.353 -1.276  C3 1.128
16 H -0.558 0.165 -2.083  C3 1.216
17 H -2.457 -0.129 -1.922  C3 1.136
18 H -3.118 0.459 0.600  C4 1.127
19 H -2.458 -0.976 1.450  C4 1.051
20 H -3.547 -1.252 -0.096  C4 1.179
21 H 1.349 -1.202 -0.537  C5 1.111
22 H -1.052 -1.479 -0.284  C6 1.046
23 H -0.054 1.782 2.179  S8 1.471

* orbital gap (alpha / beta): 7.384 / 8.357 eV

Listed below, in e, are the natural (NBO) charges computed for each atom: -0.69 -0.72 -0.62 -0.61 0.01 -0.12 -0.66 0.27 0.22 0.21 0.23 0.22 0.23 0.23 0.21 0.20 0.21 0.21 0.22 0.21 0.19 0.20 0.14

Model x:
ORCA calculation (ωB97M-V/def2-TZVPD) on a 2-piece molecular cluster, C6H15NS overall.

Each atom is followed by the atoms it is bonded to, with distances in Å.
Geometry (Å):
1 C -1.860 -0.709 -0.043  N2 1.527, C7 1.512, H9 1.233, H10 1.076
2 N -0.754 0.271 -0.430  C1 1.527, C3 1.509, H11 1.105
3 C 0.658 -0.256 -0.353  N2 1.509, C4 1.549, C6 1.524, H12 1.131
4 C 1.666 0.910 -0.188  C3 1.549, S5 1.887, H13 1.069, H14 1.094
5 S 3.185 0.217 0.691  C4 1.887
6 C 0.919 -0.999 -1.657  C3 1.524, H16 1.139, H17 1.095, H18 1.140
7 C -3.247 -0.108 -0.049  C1 1.512, C8 1.508, H19 1.101, H20 1.123
8 C -3.556 0.702 1.186  C7 1.508, H21 1.116, H22 1.183, H23 1.147
9 H -1.583 -1.177 1.064  C1 1.233
10 H -1.774 -1.513 -0.753  C1 1.076
11 H -0.850 1.099 0.295  N2 1.105
12 H 0.700 -0.932 0.553  C3 1.131
13 H 1.331 1.718 0.427  C4 1.069
14 H 2.010 1.135 -1.202  C4 1.094
15 H 2.283 -1.583 0.314  no bonds
16 H 1.941 -1.501 -1.681  C6 1.139
17 H 0.890 -0.215 -2.421  C6 1.095
18 H 0.093 -1.777 -1.768  C6 1.140
19 H -3.240 0.501 -0.967  C7 1.101
20 H -3.925 -1.002 -0.108  C7 1.123
21 H -4.601 1.087 1.122  C8 1.116
22 H -2.816 1.528 1.597  C8 1.183
23 H -3.631 0.029 2.112  C8 1.147

* orbital gap: 8.059 eV

Listed below, in e, are the natural (NBO) charges computed for each atom: -0.19 -0.65 -0.06 -0.51 -0.06 -0.63 -0.44 -0.62 0.15 0.19 0.35 0.19 0.22 0.22 0.11 0.23 0.22 0.22 0.22 0.22 0.22 0.21 0.21

Energy ordering: model x at the bottom, the next structure 20.6 kcal/mol above.

Model w:
ORCA calculation (ωB97M-V/def2-TZVPD) on a 2-piece molecular cluster, C2H6N2OS overall.

Each atom is followed by the atoms it is bonded to, with distances in Å.
Geometry (Å):
1 C -0.023 1.032 1.205  N3 1.269, H7 1.094, H8 1.064
2 C -1.249 0.361 -2.796  O5 1.200, S6 1.717, H9 1.143
3 N 0.248 -0.088 0.673  C1 1.269, N4 1.306
4 N 1.408 -0.599 0.358  N3 1.306, H11 1.075, H12 1.045
5 O -0.677 1.299 -2.315  C2 1.200
6 S -1.396 -1.230 -2.166  C2 1.717, H10 1.439
7 H -1.077 1.115 1.487  C1 1.094
8 H 0.593 1.770 1.660  C1 1.064
9 H -1.852 0.495 -3.758  C2 1.143
10 H -0.458 -1.339 -1.081  S6 1.439
11 H 1.393 -1.582 -0.077  N4 1.075
12 H 2.208 -0.428 1.007  N4 1.045

* orbital gap: 9.528 eV

Listed below, in e, are the natural (NBO) charges computed for each atom: -0.17 0.22 -0.24 -0.62 -0.53 -0.02 0.18 0.15 0.14 0.17 0.37 0.36

Model x:
ORCA calculation (ωB97M-V/def2-TZVPD) on one molecule with the formula C2H6N2OS.

Each atom is followed by the atoms it is bonded to, with distances in Å.
Geometry (Å):
1 C -0.893 0.742 -0.686  C2 1.453, H4 1.038, H5 1.054, O11 1.453
2 C 0.551 0.584 -0.662  C1 1.453, N9 1.335, N10 1.394
3 H -1.267 1.927 0.727  O11 1.031
4 H -1.453 -0.071 -1.005  C1 1.038
5 H -1.063 1.627 -1.234  C1 1.054
6 H 0.816 2.042 -1.923  N9 1.143
7 H 2.029 -0.705 -0.061  N10 1.067
8 H -0.145 -1.266 2.230  S12 1.359
9 N 1.423 1.183 -1.477  C2 1.335, H6 1.143
10 N 1.076 -0.334 0.246  C2 1.394, H7 1.067, S12 1.833
11 O -1.811 1.126 0.373  C1 1.453, H3 1.031
12 S 0.008 -1.654 0.937  H8 1.359, N10 1.833

* orbital gap: 9.952 eV

Listed below, in e, are the natural (NBO) charges computed for each atom: -0.18 0.37 0.45 0.22 0.18 0.33 0.42 0.13 -0.66 -0.72 -0.69 0.14

Energy ordering: model x at the bottom, the next structure 1.4 kcal/mol above.

Model w:
ORCA calculation (ωB97M-V/def2-TZVPD) on one molecule with the formula C9H19N5O3.

Each atom is followed by the atoms it is bonded to, with distances in Å.
Geometry (Å):
1 C -0.207 1.193 2.020  C2 1.505, C3 1.522, H12 1.032, N29 1.464
2 C -0.905 0.386 0.959  C1 1.505, N30 1.330, O34 1.261
3 C -0.108 0.683 3.450  C1 1.522, H13 1.099, H14 1.105, H15 1.137
4 C -0.967 -1.535 -0.571  C5 1.556, C6 1.513, H17 1.053, N30 1.441
5 C -2.341 -2.254 -0.452  C4 1.556, O35 1.190, O36 1.301
6 C 0.213 -2.445 -0.835  C4 1.513, C7 1.519, H18 1.101, H19 1.141
7 C 1.564 -1.806 -1.108  C6 1.519, C8 1.589, H20 1.051, H21 1.149
8 C 1.641 -0.671 -2.218  C7 1.589, H22 1.087, H23 1.106, N31 1.381
9 C 1.431 1.551 -1.241  N31 1.379, N32 1.299, N33 1.430
10 H -1.285 2.943 2.754  N29 1.090
11 H -1.372 2.530 1.149  N29 0.987
12 H 0.776 1.172 1.708  C1 1.032
13 H 0.087 -0.396 3.390  C3 1.099
14 H 0.645 1.361 3.892  C3 1.105
15 H -1.157 0.859 3.852  C3 1.137
16 H -0.205 -1.328 1.460  N30 1.001
17 H -1.156 -0.783 -1.283  C4 1.053
18 H 0.089 -2.884 -1.837  C6 1.101
19 H 0.287 -3.237 -0.017  C6 1.141
20 H 2.017 -1.444 -0.232  C7 1.051
21 H 2.281 -2.630 -1.466  C7 1.149
22 H 2.638 -0.361 -2.522  C8 1.087
23 H 1.206 -1.071 -3.153  C8 1.106
24 H 0.200 0.730 -2.591  N31 0.982
25 H 2.658 2.300 -0.077  N32 1.014
26 H -0.133 2.407 -0.680  N33 1.053
27 H 0.035 2.728 -2.257  N33 1.037
28 H -3.006 -0.485 -0.358  O36 0.943
29 N -0.732 2.555 1.899  C1 1.464, H10 1.090, H11 0.987
30 N -0.644 -0.887 0.676  C2 1.330, C4 1.441, H16 1.001
31 N 0.950 0.504 -1.998  C8 1.381, C9 1.379, H24 0.982
32 N 2.466 1.386 -0.473  C9 1.299, H25 1.014
33 N 0.593 2.700 -1.384  C9 1.430, H26 1.053, H27 1.037
34 O -1.741 1.040 0.279  C2 1.261
35 O -2.517 -3.429 -0.369  C5 1.190
36 O -3.301 -1.381 -0.365  C5 1.301, H28 0.943

* orbital gap: 9.606 eV

Listed below, in e, are the natural (NBO) charges computed for each atom: -0.16 0.69 -0.60 -0.17 0.79 -0.41 -0.40 -0.22 0.58 0.36 0.39 0.22 0.20 0.24 0.21 0.41 0.23 0.22 0.23 0.21 0.21 0.22 0.19 0.38 0.35 0.39 0.36 0.51 -0.84 -0.59 -0.64 -0.76 -0.86 -0.72 -0.56 -0.67

Model x:
ORCA calculation (ωB97M-V/def2-TZVPD) on one molecule with the formula C9H19N5O3.

Each atom is followed by the atoms it is bonded to, with distances in Å.
Geometry (Å):
1 C 0.855 2.098 -0.049  C2 1.562, C3 1.512, H12 1.124, N29 1.485
2 C -0.659 1.831 -0.320  C1 1.562, N33 1.402, O34 1.223
3 C 1.471 1.584 1.233  C1 1.512, C4 1.537, H13 1.117, H14 1.099
4 C 1.855 0.103 1.382  C3 1.537, C5 1.547, H15 1.102, H16 1.120
5 C 2.554 -0.469 0.126  C4 1.547, H17 1.107, H18 1.104, N30 1.442
6 C 1.076 -2.260 -0.561  N30 1.322, N31 1.290, N32 1.362
7 C -2.620 0.340 -0.053  C8 1.531, C9 1.548, H24 1.093, N33 1.500
8 C -3.039 -0.854 0.810  C7 1.531, O35 1.201, O36 1.333
9 C -2.977 0.066 -1.533  C7 1.548, H25 1.111, H26 1.105, H27 1.115
10 H 0.432 3.928 0.658  N29 1.006
11 H 0.613 3.841 -0.937  N29 1.016
12 H 1.373 1.631 -0.929  C1 1.124
13 H 0.862 1.879 2.121  C3 1.117
14 H 2.353 2.221 1.389  C3 1.099
15 H 2.544 0.069 2.241  C4 1.102
16 H 0.994 -0.584 1.592  C4 1.120
17 H 3.122 0.328 -0.392  C5 1.107
18 H 3.297 -1.237 0.406  C5 1.104
19 H 0.881 -0.497 -1.123  N30 1.006
20 H -0.487 -3.457 -0.403  N31 1.050
21 H 2.840 -3.117 -0.793  N32 1.011
22 H 1.573 -4.209 -0.412  N32 1.006
23 H -0.694 0.104 0.894  N33 1.023
24 H -3.159 1.230 0.281  C7 1.093
25 H -4.054 -0.196 -1.615  C9 1.111
26 H -2.729 0.925 -2.183  C9 1.105
27 H -2.503 -0.860 -1.934  C9 1.115
28 H -1.433 -1.697 0.375  O36 0.941
29 N 1.044 3.571 -0.057  C1 1.485, H10 1.006, H11 1.016
30 N 1.630 -1.083 -0.795  C5 1.442, C6 1.322, H19 1.006
31 N -0.198 -2.462 -0.578  C6 1.290, H20 1.050
32 N 1.951 -3.280 -0.339  C6 1.362, H21 1.011, H22 1.006
33 N -1.152 0.595 0.122  C2 1.402, C7 1.500, H23 1.023
34 O -1.347 2.674 -0.877  C2 1.223
35 O -4.157 -0.966 1.233  C8 1.201
36 O -2.113 -1.789 1.019  C8 1.333, H28 0.941

* orbital gap: 10.140 eV

Listed below, in e, are the natural (NBO) charges computed for each atom: -0.15 0.68 -0.43 -0.42 -0.22 0.61 -0.16 0.78 -0.62 0.35 0.37 0.20 0.21 0.24 0.23 0.20 0.21 0.21 0.40 0.36 0.39 0.39 0.41 0.23 0.23 0.24 0.22 0.51 -0.80 -0.63 -0.84 -0.82 -0.67 -0.62 -0.57 -0.70

Energy ordering: model x at the bottom, the next structure 32.2 kcal/mol above.